Entry from the OMol25 dataset: C26H53F3O17 as an isolated structure in a non-equilibrium geometry (the ωB97M-V functional and the def2-TZVPD basis).

## Properties
Total charge   0
E_tot   -2599.94133 a.u.
2S+1   1
Gap between HOMO and LUMO   8.337 eV

Each line ends with the Mulliken charge.
Atoms and positions in Å:
C  4.31996  -1.17595  -0.96803  -0.866
C  3.46958  -1.15656  0.25315  -0.298
O  2.18743  -1.39841  -0.26226  0.938
C  2.23079  -1.58833  -1.63060  -0.297
O  1.26042  -1.79863  -2.34389  -0.316
O  3.50383  -1.68930  -1.96228  -0.454
F  3.56546  0.07658  0.79177  -0.359
H  5.16963  -1.84186  -0.81732  0.304
H  4.72209  -0.24699  -1.37230  0.388
H  3.75459  -1.84892  1.04531  0.383
C  0.13307  0.56996  -3.67582  -0.177
C  -0.22686  0.75866  -5.20783  0.370
O  0.35940  2.03289  -5.36825  -0.403
C  0.32451  2.69052  -4.21276  0.513
O  0.50064  3.90770  -4.08185  -0.637
O  0.11767  1.85996  -3.24073  -0.074
F  -1.56311  0.79213  -5.36072  -0.328
H  1.12541  0.14521  -3.52430  -0.040
H  -0.58804  -0.02378  -3.11406  -0.285
H  0.19345  -0.05466  -5.79940  0.456
C  -0.99410  3.67930  1.29016  1.613
C  -1.02368  4.47976  0.05440  0.508
O  0.26346  5.12435  -0.03385  -0.378
C  0.61962  5.21555  1.21611  0.509
O  1.67115  5.79952  1.60214  -0.704
O  -0.25710  4.60070  2.05588  -0.567
F  -1.99892  5.39506  0.21163  -0.419
H  -0.48572  2.73401  1.10023  -1.360
H  -1.96156  3.48648  1.75379  -0.595
H  -1.25368  3.94628  -0.86788  0.414
C  0.42079  -2.33340  3.45348  -0.856
C  1.89552  -1.99773  3.54414  -0.753
C  2.02520  -0.64245  2.81395  0.011
O  0.71203  -0.18921  2.65824  -0.466
C  -0.13770  -1.36197  2.38586  0.713
H  0.05681  -2.25632  4.47802  0.349
H  0.33139  -3.36327  3.10782  0.326
H  2.58531  -2.75843  3.17859  0.383
H  2.24279  -1.88625  4.57130  0.367
H  2.53259  -0.69633  1.85076  -0.643
H  2.57623  0.10459  3.38527  0.643
H  -0.04312  -1.65393  1.33996  -0.823
H  -1.19146  -1.09401  2.46276  0.285
C  0.08320  -3.66543  -0.95475  0.892
C  0.50294  -4.53914  -2.11617  -1.011
C  1.44702  -5.60582  -1.59920  -0.596
O  1.32551  -5.41469  -0.20113  -0.568
C  1.12710  -4.04239  0.11684  0.501
H  -0.90662  -3.93651  -0.58753  0.750
H  0.05696  -2.58483  -1.09519  -0.321
H  1.02118  -3.86052  -2.79368  0.225
H  -0.39515  -4.93426  -2.59097  0.340
H  2.39404  -5.52514  -2.13283  0.284
H  1.02109  -6.58105  -1.83498  0.404
H  2.08926  -3.54041  0.01520  -0.185
H  0.73078  -3.95571  1.12853  -0.171
C  -0.62346  -0.38356  0.46351  0.045
C  -1.47225  0.87058  0.24433  0.347
C  -1.07060  1.30402  -1.16001  -1.771
O  -0.86223  0.13026  -1.86739  0.131
C  -0.26629  -0.84277  -0.97287  -0.789
H  -1.14171  -1.13665  1.05711  0.585
H  0.30458  -0.10049  0.96020  -0.646
H  -1.18307  1.58209  1.01778  0.886
H  -2.55382  0.74534  0.29566  -0.473
H  -0.27536  2.04927  -1.17695  -0.272
H  -1.92077  1.88367  -1.51963  1.335
H  0.81969  -0.80737  -1.05959  0.249
H  -0.58361  -1.87654  -1.10975  0.351
C  -0.95971  -2.17265  -3.04719  -0.334
O  -2.03047  -2.08994  -2.07232  -0.767
H  -1.04186  -3.04232  -3.69912  0.416
H  -1.10511  -1.23469  -3.58308  0.518
H  -0.08224  -2.23813  -2.40388  0.355
H  -1.99063  -1.21261  -1.68465  0.751
C  0.66445  2.22251  3.08610  -1.386
O  0.32374  1.53756  1.92351  -0.246
H  0.08124  3.12035  3.29066  0.604
H  0.49971  1.58941  3.95796  0.368
H  1.69158  2.58532  3.04775  0.227
H  0.33620  0.59465  2.10340  1.332
C  -3.74644  2.99793  2.21716  -1.398
O  -2.70087  2.23601  1.56407  -0.750
H  -4.32926  2.32855  2.84991  0.378
H  -3.24853  3.66323  2.92254  0.462
H  -4.40238  3.47235  1.48726  0.119
H  -3.02588  1.48388  1.06380  0.868
C  2.11562  1.63105  0.07842  -1.095
O  0.95943  2.37398  0.21364  -0.330
H  2.15190  1.02348  -0.82581  -0.162
H  2.93833  2.34550  0.04970  0.633
H  2.28523  1.05802  0.98998  0.606
H  0.58271  1.99934  1.01322  0.783
C  -5.07354  0.87784  1.41108  -0.952
O  -3.83706  0.72436  0.80456  -0.298
H  -5.66568  1.75841  1.16193  0.418
H  -5.73849  0.02234  1.29256  0.335
H  -4.97833  0.91725  2.49620  0.374
H  -3.48786  -0.14747  1.00352  0.276